{
  "formula": "C5H6BrN",
  "method": "wB97M-V/def2-TZVPD",
  "species": ["C", "C", "C", "C", "C", "N", "Br", "H", "H", "H", "H", "H", "H"],
  "xyz": [[1.085780, 0.847250, -2.823672], [-1.038048, 0.339934, 0.231421], [-0.751112, -1.051768, -0.315838], [0.287532, -0.035767, -0.231429], [1.660099, 0.086419, 0.102210], [1.347015, 1.343331, -3.823152], [1.921719, -0.669777, 2.046711], [-1.650464, 0.999068, -0.367778], [-1.176648, 0.483393, 1.298266], [-0.681384, -1.898287, 0.357244], [-1.168798, -1.304741, -1.279848], [2.029337, 1.104996, 0.201396], [2.327150, -0.546188, -0.477685]],
  "forces_ev_per_angstrom": [[-1.0368, -1.1023, 3.0431], [-0.0529, 0.3003, -0.0406], [0.1109, -0.1155, -0.1951], [-1.0375, -0.2492, -0.9875], [2.0415, -0.0948, 1.1648], [0.3879, 0.6053, -1.3408], [-0.5442, 0.4703, -1.3010], [0.0501, -0.0364, -0.2123], [0.2405, 0.0586, 0.0087], [0.1937, 0.0220, 0.0546], [0.0138, 0.1779, -0.1211], [-0.1599, -0.1707, -0.1068], [-0.2070, 0.1345, 0.0339]],
  "mol_weight_g_mol": 160.01,
  "homo_lumo_gap_ev": [6.75, 6.64],
  "e_tot_ha": -2822.68598,
  "charge": 0
}